{"formula": "C3H5NO", "method": "wB97M-V/def2-TZVPD", "species": ["C", "C", "C", "H", "H", "H", "H", "H", "N", "O"], "positions_angstrom": [[-0.171, -0.321, -0.413], [0.051, 0.796, 0.273], [0.278, 0.459, 1.682], [0.453, -0.101, -2.306], [-0.936, -1.124, -2.044], [-0.635, -1.095, 0.112], [0.595, 1.628, 0.019], [-0.428, -0.553, 1.830], [-0.039, -0.804, -1.702], [0.832, 1.115, 2.549]], "forces_ev_per_angstrom": [[-0.86, -0.75, -1.40], [1.61, -1.32, 1.27], [-2.87, -0.64, 1.37], [-1.06, -1.14, 0.30], [0.29, -0.19, -0.38], [-0.64, -1.09, 1.39], [0.86, 2.04, -1.40], [1.96, 1.79, 0.90], [1.23, 2.64, -0.68], [-0.51, -1.34, -1.38]], "smiles": "N/C=C/C=O", "e_tot_ev": -6727.778, "e_above_lowest_kj_mol": 173.2}